Entry from the Open Molecules 2025 dataset: C20H58N14NbO31 as an isolated structure in a non-equilibrium geometry (ωB97M-V/def2-TZVPD).

Output
HOMO: -4.30 eV
E: -107521.3836 eV
charge: -1
gap between HOMO and LUMO: 5.17 eV
LUMO level: 0.88 eV

Cartesian coordinates (Å):
O (-7.005, 3.404, 2.488)
C (-6.371, -1.903, 6.353)
C (-3.692, -2.178, -1.470)
O (-1.450, -0.024, -2.002)
C (4.739, 5.902, 3.178)
H (-7.034, 0.960, 1.616)
C (-6.779, -0.223, -1.075)
H (-4.817, -7.115, 1.264)
H (12.719, 8.378, -7.134)
O (6.297, 6.864, 1.763)
H (6.289, 7.345, -0.561)
H (-3.602, -9.559, 2.763)
H (-1.273, -3.505, -0.393)
H (8.389, 4.046, 0.489)
H (-6.308, -0.844, 6.574)
O (1.133, -4.128, -2.475)
H (-7.271, 0.323, 3.262)
C (2.429, 4.601, -3.501)
C (-4.836, -6.165, 0.752)
H (4.226, 6.521, 3.907)
O (8.545, 6.063, -0.591)
N (11.821, 9.247, -5.464)
H (-5.606, -2.467, 6.879)
H (-2.105, 0.900, -4.790)
N (-0.879, 2.336, -5.732)
H (3.403, 4.291, -3.867)
N (7.755, 6.201, -1.509)
H (1.693, 3.815, -3.623)
C (0.218, 1.188, -0.650)
H (1.442, -6.507, -3.381)
O (-0.059, 2.503, -4.857)
H (-1.513, -1.262, 0.462)
H (-4.469, -7.863, 5.888)
H (13.775, 9.443, -6.168)
N (-6.133, -2.089, 4.895)
H (-2.284, -10.743, 3.039)
H (1.147, 1.756, -0.771)
O (-6.572, -8.388, 3.646)
O (3.207, -4.517, -1.988)
H (9.882, 8.818, -3.106)
N (8.404, 9.876, -2.056)
Nb (-1.425, -1.921, -1.273)
O (-0.697, 2.547, -6.913)
H (0.402, -1.921, -1.294)
H (2.113, 5.519, -3.987)
H (-1.337, -2.810, -2.886)
C (-5.402, -7.434, 6.238)
O (-6.453, -8.433, 1.505)
O (-7.569, 0.370, -2.045)
N (-4.184, -11.565, 2.704)
H (1.952, -5.309, -4.600)
O (-3.663, -12.499, 2.144)
N (6.058, 6.539, 2.906)
C (-5.320, -0.173, -1.405)
O (6.313, 3.169, 1.296)
O (10.939, 10.079, -5.417)
H (4.191, 5.842, 2.245)
O (11.987, 8.355, -4.662)
H (-3.707, -0.508, -0.061)
H (-2.592, 2.597, -4.585)
H (-0.429, 1.661, -2.593)
C (8.609, 3.111, 0.987)
O (-5.919, -7.515, 8.498)
H (-5.116, -5.368, 1.436)
H (-5.645, -6.545, 5.665)
H (-3.975, -3.176, -1.121)
N (-5.201, -7.017, 7.654)
C (-7.475, 1.148, 2.588)
H (-2.857, 1.787, -6.159)
C (9.816, 9.710, -2.499)
H (-8.115, -10.213, 3.541)
O (8.055, 6.153, -2.681)
H (-0.506, 1.859, -0.184)
O (-3.292, -5.710, -0.912)
H (-8.720, -9.653, 1.953)
N (2.573, 4.898, -2.048)
C (-0.244, 0.743, -2.019)
O (3.366, 5.771, -1.743)
O (-7.285, -0.711, -0.086)
O (-4.330, -6.205, 7.872)
O (7.602, 9.043, -2.422)
O (7.399, 1.488, 2.093)
H (5.986, 5.585, -0.589)
H (9.255, 3.266, 1.846)
C (6.330, 6.444, -1.158)
H (5.771, 6.557, -2.077)
H (-7.356, -2.302, 6.573)
C (-4.433, -1.128, -0.598)
H (-7.348, -10.788, 2.032)
H (10.421, 9.626, -1.601)
O (8.149, 10.833, -1.356)
O (-5.922, -1.097, 4.233)
N (-6.886, -8.838, 2.562)
H (-5.019, 0.874, -1.290)
H (4.936, 4.914, 3.583)
C (2.200, -5.778, -3.653)
C (-7.848, -9.963, 2.522)
H (0.558, 0.221, -2.550)
H (-8.540, 1.340, 2.494)
H (10.082, 10.595, -3.065)
H (-5.496, -6.194, -0.107)
N (-6.864, 2.388, 3.140)
H (12.512, 10.158, -7.223)
C (-3.315, -10.487, 3.250)
N (-3.457, -5.873, 0.275)
H (-3.505, -10.432, 4.317)
N (7.333, 2.540, 1.497)
H (-6.208, -8.155, 6.206)
H (-5.025, -1.650, 0.154)
O (-2.596, -5.816, 1.129)
C (-2.215, 1.861, -5.289)
O (-6.166, -3.226, 4.477)
O (1.897, 4.269, -1.270)
H (-5.247, -0.377, -2.478)
H (9.047, 2.389, 0.304)
H (-4.021, -2.116, -2.513)
H (0.432, 0.355, 0.020)
N (2.176, -4.711, -2.611)
H (3.190, -6.220, -3.673)
O (-6.278, 2.321, 4.198)
O (6.811, 6.678, 3.846)
C (12.785, 9.319, -6.596)
H (-8.112, 1.037, -1.605)
O (-5.385, -11.426, 2.855)